Computed, not measured: 7 unconnected molecules or ions with the total composition C16H49N5O10, with ωB97M-V/def2-TZVPD.

```
80
C16H49N5O10, DFT ωB97M-V/def2-TZVPD
N 23.337 11.453 0.405
H 23.175 12.332 -0.065
H 23.271 11.525 1.411
H 24.174 10.945 0.158
H 22.524 10.952 0.077
N 21.331 9.242 -1.427
O 20.186 9.070 -1.788
O 21.472 9.636 -0.291
O 22.238 9.115 -2.170
C 24.191 10.611 4.162
C 23.394 9.802 5.116
O 22.708 8.759 4.538
O 23.665 11.719 3.454
H 24.652 9.974 3.407
H 25.008 10.961 4.793
H 22.637 10.403 5.619
H 24.018 9.387 5.908
H 22.296 9.177 3.779
H 23.728 12.454 4.067
C 20.040 10.026 2.639
C 20.356 11.085 3.660
O 19.212 11.953 3.962
O 21.275 9.564 2.209
H 19.411 10.581 1.942
H 19.457 9.244 3.126
H 21.080 11.706 3.133
H 20.658 10.702 4.635
H 19.529 12.513 4.674
H 21.202 9.395 1.267
C 22.020 14.434 1.430
C 21.151 13.987 0.216
C 21.817 14.290 -1.071
O 23.125 13.774 -1.069
C 23.692 13.454 -2.338
N 20.651 12.594 0.297
H 22.336 15.454 1.213
H 22.809 13.771 1.785
H 21.390 14.536 2.313
H 20.259 14.614 0.217
H 21.772 15.375 -1.159
H 21.293 14.052 -1.997
H 24.497 12.737 -2.182
H 24.081 14.329 -2.859
H 22.909 12.839 -2.780
H 20.056 12.437 -0.503
H 19.959 12.596 1.033
C 23.945 7.207 0.945
C 25.119 8.004 0.284
C 26.118 7.171 -0.471
O 26.440 6.061 0.355
C 27.134 6.354 1.595
N 24.659 9.141 -0.590
H 24.374 6.427 1.575
H 23.304 6.690 0.231
H 23.396 7.981 1.480
H 25.558 8.511 1.144
H 26.985 7.729 -0.824
H 25.810 6.882 -1.476
H 26.772 7.191 2.191
H 28.113 6.765 1.350
H 27.239 5.455 2.204
H 25.431 9.483 -1.145
H 24.084 8.765 -1.330
C 28.675 11.323 -0.807
C 27.826 12.304 0.042
C 26.488 12.654 -0.678
O 25.628 13.241 0.260
C 25.824 14.620 0.562
N 27.621 11.772 1.419
H 29.633 11.143 -0.320
H 29.146 11.875 -1.621
H 28.285 10.323 -0.994
H 28.415 13.215 0.152
H 25.973 11.749 -1.002
H 26.691 13.281 -1.546
H 26.789 14.778 1.045
H 25.005 14.976 1.186
H 25.739 15.118 -0.404
H 26.955 11.023 1.295
H 27.120 12.324 2.102
```

The spin multiplicity is 2. The expectation value of S² is 0.7505. The calculation puts the HOMO energy (spin up / spin down) at 0.0100 / -0.2341 hartree. For the total energy, the calculation gives -45304.101 eV. As for the total charge: -1. As for the molar mass: 471.6 g/mol. The calculation puts the energy relative to the best compared isomer or geometry (same formula, charge and spin) at 26.2 kcal per mole. The HOMO-LUMO gap (spin up / spin down) comes out at 2.17 / 8.78 eV.